C3H3ClS | ωB97M-V/def2-TZVPD

Geometry as XYZ:
```
8
Properties=species:S:1:pos:R:3:lowdin_charge:R:1
C 1.3020 -1.1438 -0.0191 -0.3912
C 0.4263 -0.2106 0.0817 -0.1989
C -0.3860 0.7919 0.1431 0.0529
S 3.6514 1.1719 -0.0355 -0.0640
Cl 3.0823 -0.7822 0.1063 0.3807
H 1.1186 -2.1900 -0.1750 0.0706
H -0.7689 1.1803 1.0724 0.0728
H -0.6154 1.3725 -0.7400 0.0771
```

Computed properties:
Orbital gap = 8.10 eV
Energy above the lowest of the compared OMol25 structures with the same formula, charge and spin = 288.1 kJ/mol
DFT total energy = -974.3339 a.u.
HOMO = -0.3035 Ha

***

C3H3CoLi2O3 | ωB97M-V/def2-TZVPD

Geometry as XYZ:
```
12
Properties=species:S:1:pos:R:3:lowdin_charge:R:1
O -0.2623 -0.7670 1.2910 -0.2528
C -0.7386 -1.0119 0.0296 -0.3151
C -1.1428 -0.0814 2.2175 -0.1630
O 0.2121 -0.8527 -0.7706 -0.1905
C -0.6735 1.1414 2.7033 0.0861
Li 0.2903 -0.8798 -2.7347 0.8964
H -1.4495 -0.8714 2.9091 0.1296
H -1.0544 1.3762 3.7045 0.1137
H -0.8081 2.0241 2.0617 0.1156
Li -2.8604 -0.5738 0.4161 0.8154
Co 1.6257 -0.1849 1.0286 1.0030
O 1.5722 1.1803 2.1695 -0.2387
```

Computed properties:
Orbital gap (alpha / beta) = 9.60 / 8.29 eV
Charge = +2
Energy above the lowest of the compared OMol25 structures with the same formula, charge and spin = 161.5 kJ/mol
2S+1 = 5
DFT total energy = -1738.8943 a.u.
HOMO (alpha / beta) = -0.6471 / -0.6460 Ha

***

C3H3CoO2 | ωB97M-V/def2-TZVPD

Geometry as XYZ:
```
9
Properties=species:S:1:pos:R:3:lowdin_charge:R:1
H -3.7728 -0.0867 -0.0170 0.0284
O -1.6898 -1.2422 1.1793 -0.1985
O -2.0208 -1.9275 3.2029 -0.3806
C -2.7937 0.3796 -0.1595 -0.0583
C -1.7411 -0.0192 0.5802 -0.3115
C -2.6178 -1.4673 2.2122 -0.3217
H -0.7567 0.3778 0.2916 0.1069
H -2.7058 1.4508 0.3432 0.0843
Co -0.2423 -2.3385 3.7984 0.0510
```

Computed properties:
Orbital gap (alpha / beta) = 5.98 / 6.78 eV
Charge = -1
Energy above the lowest of the compared OMol25 structures with the same formula, charge and spin = 164.2 kJ/mol
2S+1 = 4
DFT total energy = -1649.1739 a.u.
HOMO (alpha / beta) = -0.0687 / -0.1065 Ha

***

C3H3CrO2 | ωB97M-V/def2-TZVPD

Geometry as XYZ:
```
9
Properties=species:S:1:pos:R:3:lowdin_charge:R:1
O -0.2498 1.0399 -0.2197 -0.0866
O 0.1032 -1.5284 -0.6325 0.2115
C -1.5375 0.8195 -0.1675 0.0878
C -1.8488 -0.5742 0.0711 0.4852
C 0.8699 -0.6204 -0.5619 0.1529
H -2.2206 1.5194 -0.6557 0.2233
H -1.6942 -0.9182 1.0993 0.1801
H -2.6164 -1.0409 -0.5523 0.1966
Cr 1.5509 0.7149 1.0314 1.5492
```

Computed properties:
Orbital gap (alpha / beta) = 8.26 / 8.44 eV
Charge = +3
Energy above the lowest of the compared OMol25 structures with the same formula, charge and spin = 183.8 kJ/mol
2S+1 = 5
DFT total energy = -1309.4499 a.u.
HOMO (alpha / beta) = -1.0064 / -1.0095 Ha

***

C3H3CsMgO3 | ωB97M-V/def2-TZVPD

Geometry as XYZ:
```
11
Properties=species:S:1:pos:R:3:lowdin_charge:R:1
O 0.6048 0.5853 0.6525 -0.0076
C -0.8618 0.4278 0.5321 -0.2086
C -1.0372 -0.8557 -0.1413 -0.0775
O 0.4414 -0.9709 -0.8694 0.0777
C 1.2269 -0.2571 -0.1316 -0.6678
O 2.4099 -0.5773 0.0598 -0.1737
Mg 4.1390 0.3035 0.3669 0.9335
H -1.3241 0.5510 1.5206 0.0531
H -1.7573 -1.0841 -0.9357 0.1023
H -1.2106 -1.7121 0.5164 0.1059
Cs -2.6309 3.5896 -1.5703 0.8626
```

Computed properties:
Orbital gap (alpha / beta) = 5.46 / 5.01 eV
Charge = +1
Energy above the lowest of the compared OMol25 structures with the same formula, charge and spin = 85.6 kJ/mol
2S+1 = 2
DFT total energy = -561.7508 a.u.
HOMO (alpha / beta) = -0.3223 / -0.3223 Ha

***

C3H3CuO3 | ωB97M-V/def2-TZVPD

Geometry as XYZ:
```
10
Properties=species:S:1:pos:R:3:lowdin_charge:R:1
H 1.8895 -0.4512 -0.8867 0.1671
O 1.2223 0.2613 -0.8224 0.0730
C -0.3077 -1.4018 0.4019 -0.4247
C 0.1339 -0.1543 -0.1854 -0.1665
O 0.1145 -2.5089 0.6033 0.1721
O -1.3934 -0.7855 0.9843 0.0722
C -1.0114 0.5317 0.4748 -0.0465
H -1.7809 0.9476 -0.1891 0.1389
H -0.7755 1.2240 1.2941 0.1419
Cu 1.9087 2.3371 -1.6749 0.8725
```

Computed properties:
Orbital gap (alpha / beta) = 5.40 / 7.00 eV
Charge = +1
Energy above the lowest of the compared OMol25 structures with the same formula, charge and spin = 261.5 kJ/mol
2S+1 = 2
DFT total energy = -1981.9045 a.u.
HOMO (alpha / beta) = -0.4631 / -0.5215 Ha

***

C3H3DyFO2 | ωB97M-V/def2-TZVPD

Geometry as XYZ:
```
10
Properties=species:S:1:pos:R:3:lowdin_charge:R:1
H -1.3008 0.8360 -0.5174 0.2014
H 1.2125 0.6108 -1.1826 0.1490
O 1.4824 0.4784 0.8807 0.0099
O -0.4440 -0.3682 1.2952 -0.0012
C 0.6984 0.9017 -0.2632 -0.0256
C -0.6196 0.0792 -0.0119 -0.2994
C 0.8143 -0.2227 1.7460 -0.0099
H 0.5526 1.9834 -0.1920 0.1550
F -0.5084 -0.9686 -0.9461 -0.1680
Dy -1.8875 -3.3300 -0.8087 1.9886
```

Computed properties:
Orbital gap (alpha / beta) = 5.89 / 5.09 eV
Charge = +2
Energy above the lowest of the compared OMol25 structures with the same formula, charge and spin = 0.0 kJ/mol
2S+1 = 7
DFT total energy = -1250.6943 a.u.
HOMO (alpha / beta) = -0.6015 / -0.6014 Ha

***

C3H3F | ωB97M-V/def2-TZVPD

Geometry as XYZ:
```
7
Properties=species:S:1:pos:R:3:lowdin_charge:R:1
C 2.1819 -1.0572 -0.4457 0.0875
C 1.7701 -0.0474 0.0713 -0.2632
C -1.3965 -0.0271 0.0319 0.0898
F 1.5473 1.1514 0.5406 0.0971
H -1.4498 0.6358 -0.8554 0.0015
H -0.9971 0.4570 0.8673 -0.0448
H -1.6559 -1.1125 -0.2100 0.0320
```

Computed properties:
Orbital gap (alpha / beta) = 10.78 / 6.13 eV
Energy above the lowest of the compared OMol25 structures with the same formula, charge and spin = 587.5 kJ/mol
DFT total energy = -215.6586 a.u.
HOMO (alpha / beta) = -0.4178 / -0.3467 Ha

***

C3H3F2N | ωB97M-V/def2-TZVPD

Geometry as XYZ:
```
9
Properties=species:S:1:pos:R:3:lowdin_charge:R:1
N -2.5372 0.2927 -0.4855 0.1309
C -1.5978 -0.1614 0.2315 -0.1453
C -0.2969 -0.9130 0.5739 -0.0790
C 0.6060 -0.0211 -0.2376 -0.3215
F 0.9217 1.2888 0.3734 -0.0495
F 1.9032 -0.5299 -0.4413 0.0119
H -0.2694 -1.9028 0.1344 0.1238
H 0.1343 -0.8163 1.6587 0.1705
H 0.2039 0.4141 -1.1902 0.1582
```

Computed properties:
Orbital gap = 12.49 eV
Energy above the lowest of the compared OMol25 structures with the same formula, charge and spin = 161.3 kJ/mol
SMILES = N#CCC(F)F
DFT total energy = -370.5286 a.u.
HOMO = -0.4420 Ha

***

C3H3F2N | ωB97M-V/def2-TZVPD

Geometry as XYZ:
```
9
Properties=species:S:1:pos:R:3:lowdin_charge:R:1
C -0.8835 0.2232 -1.1547 0.0595
C 0.4279 -0.1580 0.5177 -0.1502
C 0.5985 -1.1817 -0.6675 -0.3480
N -0.6128 0.6725 -0.0307 -0.0244
F 1.7849 -1.1812 -1.2884 0.0864
F 0.2737 -2.4530 -0.4031 0.0869
H -1.5444 0.4759 -1.9482 0.0612
H 0.1229 -0.6438 1.4480 0.1145
H 1.3444 0.4060 0.7016 0.1141
```

Computed properties:
Orbital gap = 10.08 eV
Energy above the lowest of the compared OMol25 structures with the same formula, charge and spin = 285.2 kJ/mol
DFT total energy = -370.4814 a.u.
HOMO = -0.3318 Ha

***

C3H3F2NO2 | ωB97M-V/def2-TZVPD

Geometry as XYZ:
```
11
Properties=species:S:1:pos:R:3:lowdin_charge:R:1
O 0.5018 1.9863 0.0890 0.1401
C 0.3035 0.7934 -0.0736 -0.2967
N 1.0805 -0.3168 -0.4468 -0.0902
O 2.3293 -0.4386 0.2130 -0.0287
C 0.1258 -1.3461 0.0338 0.0167
C -0.9341 -0.1840 0.0063 -0.3639
F -1.5687 -0.1391 1.1915 0.1140
F -1.8385 -0.0474 -1.0561 0.0792
H 3.0528 -0.2736 -0.5487 0.1841
H 0.1196 -2.0781 -0.7658 0.1258
H 0.3087 -1.7138 1.0086 0.1196
```

Computed properties:
Orbital gap = 10.60 eV
Energy above the lowest of the compared OMol25 structures with the same formula, charge and spin = 266.8 kJ/mol
SMILES = O=C1N(O)CC1(F)F
DFT total energy = -520.9868 a.u.
HOMO = -0.3810 Ha

***

C3H3F2NO2 | ωB97M-V/def2-TZVPD

Geometry as XYZ:
```
11
Properties=species:S:1:pos:R:3:lowdin_charge:R:1
C -2.5122 -0.3155 -0.3617 0.0128
N -1.6067 0.5886 0.1585 0.0077
O -0.3648 -0.0961 0.2655 -0.1181
C 0.7825 0.7326 0.0421 -0.3478
O 0.7117 1.8958 -0.2923 0.1459
C 2.0288 -0.0761 0.2900 -0.1169
F 1.5131 -1.4379 -0.2335 -0.0736
F 3.1967 0.3663 -0.3036 0.0875
H -2.3617 -1.5584 -0.7539 0.1739
H -3.4725 0.2480 -0.1439 0.0701
H 2.0852 -0.3474 1.3328 0.1585
```

Computed properties:
Orbital gap = 10.78 eV
Energy above the lowest of the compared OMol25 structures with the same formula, charge and spin = 415.6 kJ/mol
SMILES = C=NOC(=O)C(F)F
DFT total energy = -520.9301 a.u.
HOMO = -0.3945 Ha

***

> The lowest energy above the lowest of the compared OMol25 structures with the same formula, charge and spin belongs to which entry?

C3H3DyFO2

***

> Among the records above, which one has the highest energy above the lowest of the compared OMol25 structures with the same formula, charge and spin?

C3H3F

***

> Among the records above, which one has the lowest DFT total energy?

C3H3CuO3

***

> Which formula does entry 11 have?

C3H3F2NO2